{"formula": "C25H17AuN4O2SeTe", "method": "ωB97M-V/def2-TZVPD", "elements": ["Au", "O", "N", "O", "C", "C", "C", "C", "C", "C", "N", "C", "C", "N", "C", "C", "C", "C", "H", "H", "H", "H", "H", "H", "H", "Se", "C", "N", "Te", "C", "C", "C", "C", "C", "C", "C", "C", "C", "C", "C", "C", "H", "H", "H", "H", "H", "H", "H", "H", "H", "H"], "xyz": [[0.0321, -1.8940, -0.2203], [-6.8541, -3.6343, -1.3770], [-6.7086, -2.4366, -1.2725], [-7.5791, -1.6060, -1.3475], [-5.3267, -1.9343, -1.0350], [-5.1208, -0.6290, -1.2955], [-3.8188, -0.0553, -1.1934], [-3.5655, 1.2966, -1.4869], [-2.2833, 1.7752, -1.3951], [-1.2636, 0.8994, -1.0218], [-1.4848, -0.3751, -0.7368], [-2.7437, -0.8655, -0.8137], [-2.9797, -2.2443, -0.4840], [-1.9318, -2.9837, -0.0576], [-2.0874, -4.2368, 0.3199], [-3.3369, -4.8542, 0.2821], [-4.4190, -4.1467, -0.1760], [-4.2687, -2.8023, -0.5815], [-5.9549, -0.0131, -1.6036], [-4.3835, 1.9391, -1.7872], [-2.0494, 2.8077, -1.6106], [-0.2425, 1.2491, -0.9572], [-1.2143, -4.7643, 0.6768], [-3.4403, -5.8767, 0.6146], [-5.3876, -4.6160, -0.2333], [1.4351, -4.0697, 0.0670], [2.5389, -3.0606, 1.0534], [3.1276, -2.1965, 1.5508], [2.1997, 0.0481, 0.6849], [4.2779, 0.4620, 0.8310], [5.1573, 0.4054, -0.2334], [6.4864, 0.7288, 0.0082], [6.9023, 1.0774, 1.2847], [5.9954, 1.1219, 2.3362], [4.6615, 0.8144, 2.1163], [1.7201, 2.1069, 0.5061], [0.7586, 2.7114, 1.3116], [0.4852, 4.0589, 1.1356], [1.1547, 4.7837, 0.1557], [2.1096, 4.1721, -0.6480], [2.4121, 2.8322, -0.4660], [4.8403, 0.1122, -1.2256], [7.1946, 0.7054, -0.8087], [7.9419, 1.3136, 1.4659], [6.3162, 1.3988, 3.3309], [3.9517, 0.8402, 2.9352], [0.2376, 2.1519, 2.0797], [-0.2432, 4.5460, 1.7697], [0.9382, 5.8359, 0.0279], [2.6350, 4.7387, -1.4048], [3.1778, 2.3622, -1.0714]], "forces_ev_per_angstrom": [[-0.42, -0.51, -0.33], [-0.01, -0.02, -0.11], [-0.03, 0.07, 0.22], [0.02, -0.02, -0.04], [0.05, 0.17, -0.10], [-0.14, -0.08, -0.04], [0.20, -0.07, 0.03], [0.03, -0.01, 0.01], [-0.10, -0.01, -0.01], [0.01, 0.03, -0.05], [0.70, -0.06, 0.16], [-0.19, 0.00, -0.02], [-0.30, -0.10, -0.05], [1.05, 0.34, -0.08], [-0.11, -0.15, 0.08], [-0.04, 0.15, -0.02], [-0.01, -0.14, 0.00], [0.14, 0.01, 0.07], [-0.01, -0.02, -0.02], [0.01, 0.01, 0.01], [0.03, -0.01, -0.01], [-0.02, 0.02, -0.01], [0.01, 0.01, -0.01], [0.02, -0.01, -0.01], [0.02, 0.01, 0.04], [-0.79, 1.01, -0.42], [0.36, 0.45, 0.17], [0.57, -0.75, 0.65], [-1.12, 0.52, 1.40], [0.28, -0.16, -0.90], [0.01, -0.02, -0.03], [0.06, 0.00, -0.01], [-0.02, 0.01, 0.02], [0.05, 0.03, -0.12], [-0.47, -0.11, 0.02], [0.33, -0.73, -0.56], [-0.25, -0.08, 0.03], [0.02, -0.05, 0.09], [0.00, 0.01, -0.02], [0.15, -0.04, -0.04], [-0.10, 0.26, -0.06], [0.00, 0.02, 0.02], [0.01, -0.03, 0.01], [0.00, 0.02, -0.01], [0.00, -0.02, 0.01], [0.03, 0.00, 0.04], [-0.01, -0.03, -0.02], [0.01, 0.01, 0.01], [-0.01, 0.00, -0.02], [-0.02, 0.04, 0.01], [-0.01, 0.04, 0.01]], "lowdin_charge": [0.696, 0.109, -0.327, 0.131, -0.036, 0.094, -0.101, 0.057, 0.008, -0.087, -0.006, -0.136, -0.131, 0.005, -0.098, 0.020, 0.065, -0.032, 0.147, 0.144, 0.129, 0.082, 0.070, 0.134, 0.123, 0.788, -0.844, -0.067, 1.642, -0.480, -0.117, -0.046, -0.036, -0.039, -0.123, -0.523, -0.134, -0.052, -0.031, -0.042, -0.120, 0.111, 0.122, 0.123, 0.124, 0.110, 0.109, 0.121, 0.123, 0.123, 0.099], "e_lumo_ev": -9.93, "e_above_lowest_ev": 2.030, "homo_lumo_gap_ev": 4.637, "largest_force_ha_per_bohr": 0.036, "charge": 2}


{"formula": "C25H17N2O8ReS3", "method": "ωB97M-V/def2-TZVPD", "elements": ["Re", "C", "C", "C", "C", "C", "C", "N", "N", "C", "C", "C", "C", "C", "C", "H", "H", "H", "H", "H", "H", "H", "H", "H", "O", "S", "O", "O", "C", "C", "C", "C", "C", "C", "S", "O", "O", "O", "H", "H", "H", "H", "O", "C", "O", "C", "C", "C", "C", "C", "C", "S", "H", "H", "H", "H"], "xyz": [[-0.0622, 0.0079, 0.4927], [5.0554, -1.1350, -1.5554], [3.8225, -0.9314, -2.1547], [2.6551, -0.9648, -1.4044], [2.7389, -1.2000, -0.0383], [3.9709, -1.4097, 0.5737], [5.1256, -1.3764, -0.1897], [1.5475, -1.2090, 0.7719], [1.5876, -2.0561, 1.7398], [0.4562, -2.0212, 2.4969], [0.3385, -2.8825, 3.6051], [-0.7993, -2.8231, 4.3616], [-1.8159, -1.9050, 4.0195], [-1.6962, -1.0692, 2.9362], [-0.5520, -1.1150, 2.1101], [5.9614, -1.0996, -2.1476], [3.7535, -0.7373, -3.2169], [1.7007, -0.8131, -1.8817], [4.0105, -1.5862, 1.6385], [6.0856, -1.5296, 0.2876], [1.1472, -3.5669, 3.8287], [-0.9270, -3.4723, 5.2183], [-2.7153, -1.8682, 4.6242], [-2.4959, -0.3812, 2.6912], [-2.0181, 1.6390, -1.9226], [-2.8728, 1.0862, -0.7507], [-1.9872, 0.4669, 0.3606], [-1.8295, 2.7043, -0.8693], [-3.4828, -0.4199, -1.6470], [-4.7201, -0.0856, -2.1898], [-5.4252, -0.9504, -3.0145], [-4.8842, -2.1877, -3.3115], [-3.6593, -2.5476, -2.7680], [-2.9592, -1.6839, -1.9367], [-1.4884, -2.3931, -1.2063], [-1.8744, -2.8540, 0.0991], [-0.9943, -3.3686, -2.1379], [-0.5428, -1.2147, -1.1394], [-5.1379, 0.8914, -1.9655], [-6.3834, -0.6519, -3.4205], [-5.4087, -2.8786, -3.9594], [-3.2229, -3.5125, -2.9896], [1.7829, 2.5022, -2.3369], [1.2797, 2.2703, -1.2535], [0.6831, 1.1460, -0.9863], [1.3428, 3.3067, -0.1571], [1.7841, 4.5702, -0.5503], [1.9006, 5.6161, 0.3444], [1.5888, 5.4027, 1.6821], [1.1688, 4.1534, 2.0934], [1.0309, 3.0923, 1.1898], [0.5640, 1.5797, 1.9855], [2.0250, 4.6959, -1.5967], [2.2340, 6.5889, 0.0057], [1.6756, 6.2051, 2.4047], [0.9374, 3.9761, 3.1370]], "forces_ev_per_angstrom": [[-0.08, 0.42, 0.43], [0.01, 0.01, -0.03], [-0.03, -0.01, 0.01], [0.09, -0.05, 0.01], [-0.09, 0.01, 0.04], [0.04, 0.05, -0.06], [-0.01, -0.01, 0.04], [0.19, -0.22, -0.09], [-0.25, 0.08, 0.10], [0.33, -0.02, -0.17], [-0.10, -0.07, 0.16], [0.15, -0.06, -0.04], [-0.05, 0.13, -0.11], [-0.08, -0.06, 0.14], [-0.10, -0.06, -0.09], [-0.01, 0.00, 0.00], [0.01, 0.00, 0.00], [-0.05, 0.01, 0.03], [-0.01, 0.00, 0.01], [0.00, 0.00, 0.00], [-0.01, 0.01, 0.01], [0.01, 0.00, 0.00], [0.00, 0.00, -0.01], [0.00, -0.01, 0.00], [-0.01, 0.06, 0.05], [0.05, -0.19, 0.17], [-0.38, -0.11, -0.09], [0.09, 0.08, -0.11], [-0.08, 0.02, -0.14], [-0.05, 0.02, -0.03], [0.04, 0.01, 0.02], [0.03, 0.00, 0.02], [-0.05, -0.05, -0.05], [-0.01, -0.05, 0.09], [0.25, 0.35, 0.03], [-0.08, -0.08, 0.04], [-0.03, -0.04, -0.06], [-0.17, -0.22, -0.16], [0.02, 0.00, 0.01], [0.00, 0.00, 0.00], [0.00, 0.00, 0.00], [0.01, 0.02, 0.02], [-0.02, 0.00, 0.07], [-0.04, 0.01, 0.06], [0.36, -0.05, -0.28], [-0.02, -0.03, -0.03], [-0.03, 0.01, -0.01], [0.00, -0.03, 0.03], [0.00, 0.00, -0.03], [-0.02, 0.02, -0.01], [-0.02, 0.13, 0.03], [0.22, -0.03, -0.02], [0.01, 0.01, 0.00], [0.00, 0.00, 0.00], [0.00, 0.00, -0.01], [0.00, -0.01, -0.01]], "lowdin_charge": [1.439, -0.100, -0.066, -0.018, -0.223, -0.033, -0.096, -0.157, 0.106, -0.303, -0.032, -0.099, -0.084, -0.103, -0.319, 0.095, 0.107, 0.095, 0.102, 0.096, 0.106, 0.092, 0.097, 0.095, -0.341, 0.977, -0.616, -0.312, -0.268, -0.112, -0.084, -0.076, -0.059, -0.222, 0.509, -0.282, -0.296, -0.467, 0.099, 0.100, 0.102, 0.110, 0.071, -0.556, -0.232, -0.131, -0.021, -0.085, -0.097, -0.143, -0.517, 0.759, 0.115, 0.096, 0.096, 0.087], "e_lumo_ev": [1.02, 1.61], "e_above_lowest_ev": 4.153, "multiplicity": 2, "homo_lumo_gap_ev": [6.355, 6.415], "largest_force_ha_per_bohr": 0.012, "charge": -1}


{"formula": "C25H18Br2IrN3O3", "method": "ωB97M-V/def2-TZVPD", "elements": ["Ir", "O", "C", "C", "C", "C", "C", "C", "C", "N", "C", "C", "N", "C", "C", "C", "C", "C", "C", "C", "O", "H", "H", "H", "H", "H", "H", "H", "H", "H", "H", "H", "H", "H", "H", "Br", "C", "C", "C", "Br", "C", "C", "C", "C", "N", "C", "C", "O", "H", "H", "H", "H"], "xyz": [[-0.1424, -0.0954, -0.0985], [1.9163, 0.0235, 0.7668], [2.0595, -1.0491, 1.4353], [3.0527, -2.0044, 1.0650], [3.2248, -3.1602, 1.7748], [2.4739, -3.4122, 2.9271], [1.5222, -2.5033, 3.3439], [1.2584, -1.3521, 2.6065], [0.2189, -0.4287, 2.9848], [-0.3659, 0.2976, 2.1145], [-1.2246, 1.4113, 2.4042], [-0.8209, 2.5541, 1.4565], [-0.7377, 2.0405, 0.1111], [-0.3012, 2.7446, -0.8757], [-0.2553, 2.2712, -2.2291], [0.4529, 2.9892, -3.1948], [0.4674, 2.6033, -4.5196], [-0.2885, 1.4979, -4.9336], [-0.9795, 0.7480, -4.0219], [-0.9320, 1.0474, -2.6269], [-1.4464, 0.2423, -1.7897], [3.6592, -1.7821, 0.2000], [3.9524, -3.8857, 1.4457], [2.6459, -4.3135, 3.4912], [0.9337, -2.7007, 4.2286], [-0.0354, -0.3527, 4.0463], [-1.1440, 1.7293, 3.4504], [-2.2583, 1.1213, 2.1891], [0.1405, 2.9764, 1.7730], [-1.5714, 3.3476, 1.5053], [0.0517, 3.7651, -0.7212], [1.0255, 3.8534, -2.8871], [1.0521, 3.1571, -5.2377], [-0.2928, 1.2156, -5.9757], [-1.5292, -0.1384, -4.3021], [2.9131, -0.2323, -4.4402], [2.3648, -1.7380, -3.4643], [2.7108, -3.0182, -3.8522], [2.2882, -4.1083, -3.1138], [2.7730, -5.8356, -3.7089], [1.4720, -3.9469, -1.9587], [0.9953, -5.0117, -1.1702], [0.1785, -4.7436, -0.0980], [-0.1801, -3.4193, 0.1648], [0.2624, -2.4040, -0.5481], [1.0910, -2.6350, -1.5793], [1.5641, -1.4649, -2.3139], [1.2838, -0.2965, -1.9834], [3.3154, -3.1617, -4.7362], [1.2761, -6.0254, -1.4165], [-0.1912, -5.5345, 0.5340], [-0.8520, -3.1784, 0.9739]], "forces_ev_per_angstrom": [[4.13, 1.01, 0.16], [-2.92, 1.46, -1.98], [0.43, -2.70, 1.88], [-0.43, 0.91, 0.07], [-0.16, -0.08, 0.37], [-0.14, 0.03, 0.16], [0.15, -0.35, -0.01], [0.42, 0.20, -0.93], [0.61, -0.45, 0.02], [-0.84, -0.93, -1.99], [-0.40, 0.47, -0.16], [-0.10, 0.23, 0.91], [1.90, -1.74, -0.93], [-0.18, 0.08, 0.47], [0.57, -0.15, -0.73], [-0.26, -0.01, 0.99], [-0.13, -0.18, -0.28], [-0.09, -0.14, 0.05], [-0.13, -0.17, -0.16], [0.16, 0.23, 0.31], [-0.33, -0.73, 0.26], [0.01, 0.05, -0.13], [0.12, -0.07, -0.03], [-0.01, -0.12, 0.09], [-0.03, -0.06, 0.14], [0.02, 0.34, -0.12], [-0.01, -0.04, -0.17], [0.05, 0.06, 0.06], [-0.04, -0.10, -0.11], [0.04, -0.04, -0.03], [-0.32, 0.15, 0.13], [-0.04, 0.11, 0.03], [0.03, 0.05, -0.04], [-0.01, -0.04, -0.05], [-0.02, -0.05, -0.07], [0.20, 0.04, -0.25], [-0.96, 0.65, 1.40], [-0.10, -0.84, 0.34], [0.03, 0.35, -0.11], [0.01, 0.00, 0.05], [0.23, 0.07, -0.45], [-0.22, 0.15, 0.35], [0.27, -0.06, -0.41], [-0.22, 0.31, 0.27], [-0.58, 1.75, 1.09], [0.74, 0.74, -1.22], [1.00, -3.19, -1.46], [-2.39, 2.87, 2.07], [0.01, -0.04, -0.01], [0.01, -0.02, 0.00], [-0.08, -0.03, 0.05], [-0.02, 0.01, 0.14]], "lowdin_charge": [1.482, -0.103, -0.408, -0.004, -0.060, -0.078, -0.043, -0.163, -0.054, -0.085, -0.182, -0.172, -0.052, -0.037, -0.116, 0.009, -0.027, -0.045, 0.048, -0.344, -0.095, 0.125, 0.115, 0.105, 0.117, 0.156, 0.134, 0.130, 0.139, 0.136, 0.156, 0.130, 0.125, 0.124, 0.138, 0.837, -0.594, -0.163, -0.622, 0.800, -0.180, -0.004, -0.020, -0.106, 0.033, -0.148, -0.425, -0.133, 0.103, 0.086, 0.116, 0.119], "e_lumo_ev": [-4.38, -6.22], "e_above_lowest_ev": 4.101, "multiplicity": 2, "homo_lumo_gap_ev": [5.542, 3.566], "largest_force_ha_per_bohr": 0.083, "charge": 1}


| no. | E_tot (Ha) |
| --- | --- |
| 1 | -4136.77827 |
| 2 | -2947.13158 |
| 3 | -6605.50818 |